Entry 1:
Computed, not measured: a molecular structure, C41H54IrN3O2S, with wB97M-V/def2-TZVPD.

Each line ends with the Mulliken spin population.
Geometry (Å):
1 Ir -0.5932 0.0004 -0.0001  2.182
2 C -0.1874 3.2083 1.0051  0.073
3 C -1.2308 3.1898 2.1337  0.000
4 C -2.6636 2.9778 1.6402  -0.012
5 C -0.7710 2.2479 3.2378  0.008
6 C -0.2564 2.8087 4.3993  -0.018
7 C 0.2629 2.0213 5.4127  0.022
8 C 0.3147 0.6479 5.2580  -0.015
9 C -0.1852 0.0191 4.1193  0.043
10 C 0.0022 -1.4970 4.0306  -0.009
11 C -1.2100 -2.3101 4.5072  -0.005
12 C 0.5299 -2.0260 2.6899  0.040
13 C -0.7725 0.8440 3.1420  0.007
14 N -1.4070 0.2111 2.0192  0.342
15 C -2.4607 -0.5078 2.2438  0.053
16 C -2.9394 -1.3558 1.1962  0.263
17 C -4.0393 -2.2578 1.1489  -0.028
18 C -3.9399 -2.8954 -0.0456  0.166
19 C -2.7567 -2.3633 -0.7327  0.148
20 N -2.1872 -1.4446 0.0322  -0.003
21 C -2.2534 -2.8429 -2.0559  0.062
22 C -1.0547 -2.0407 -2.5570  0.100
23 C -1.8506 -4.3207 -1.8757  0.033
24 C -3.4050 -2.7418 -3.0724  0.028
25 H -0.4467 3.9287 0.2273  0.001
26 H -0.0927 2.2199 0.5222  0.053
27 H 0.7916 3.4689 1.4107  0.001
28 H -1.2026 4.1855 2.5784  0.001
29 H -2.7750 2.0715 1.0538  0.006
30 H -2.9603 3.8146 1.0033  0.001
31 H -3.3594 2.9418 2.4811  -0.002
32 H -0.2689 3.8870 4.5098  0.000
33 H 0.6418 2.4809 6.3168  0.000
34 H 0.7576 0.0365 6.0367  0.001
35 H 0.7996 -1.6924 4.7502  0.000
36 H -1.9523 -2.4402 3.7134  0.009
37 H -1.6993 -1.8425 5.3624  0.000
38 H -0.8960 -3.3101 4.8097  0.000
39 H -0.2593 -2.1511 1.9438  0.003
40 H 0.9664 -3.0157 2.8391  0.000
41 H 1.3111 -1.3837 2.2751  -0.020
42 H -2.9437 -0.5054 3.2162  0.022
43 H -4.7856 -2.3910 1.9185  0.004
44 H -4.5883 -3.6639 -0.4389  -0.009
45 H -0.2004 -2.1126 -1.8783  0.012
46 H -1.3250 -0.9957 -2.7182  -0.017
47 H -0.7248 -2.4489 -3.5131  -0.001
48 H -1.0095 -4.4154 -1.1856  -0.009
49 H -1.5462 -4.7210 -2.8445  0.005
50 H -2.6777 -4.9291 -1.5058  0.002
51 H -3.7608 -1.7135 -3.1675  -0.008
52 H -4.2475 -3.3805 -2.8033  0.004
53 H -3.0419 -3.0664 -4.0486  0.005
54 O -1.8378 1.3998 -1.2483  0.240
55 C -2.2804 1.7497 -2.3490  -0.001
56 C -3.2184 2.9016 -2.4628  0.004
57 C -2.2499 4.1187 -2.5239  0.000
58 C -1.0714 4.0285 -3.5160  0.001
59 C 0.0356 3.0038 -3.1809  -0.005
60 C -0.2821 1.5687 -3.6321  -0.007
61 N -1.7367 1.3156 -3.5182  -0.003
62 H -3.8757 2.9735 -1.6003  0.000
63 H -3.8151 2.8385 -3.3742  0.001
64 H -1.8455 4.2737 -1.5195  0.000
65 H -2.8453 5.0002 -2.7632  0.000
66 H -0.6119 5.0165 -3.5400  0.000
67 H -1.4432 3.8623 -4.5341  0.000
68 H 0.2169 3.0209 -2.0995  0.000
69 H 0.9703 3.3146 -3.6520  -0.001
70 H 0.2633 0.8288 -3.0465  0.016
71 H -0.0186 1.4094 -4.6756  0.000
72 H -2.2311 1.6893 -4.3148  0.000
73 O 1.4640 -0.0786 -0.2770  0.192
74 S 2.4469 0.6713 -1.2040  0.010
75 C 3.6818 -0.6041 -1.5057  0.003
76 C 3.0344 -1.7630 -2.2116  -0.004
77 C 2.7670 -1.7018 -3.5767  0.000
78 C 2.2067 -2.7921 -4.2265  0.000
79 C 1.9089 -3.9469 -3.5147  0.000
80 C 2.1624 -4.0073 -2.1513  0.001
81 C 2.7201 -2.9159 -1.4990  -0.001
82 C 3.3869 1.7957 -0.1311  0.004
83 C 4.0181 1.1462 1.0640  0.004
84 C 3.2703 0.8951 2.2138  -0.002
85 C 3.8669 0.2996 3.3149  -0.004
86 C 5.2095 -0.0515 3.2767  0.000
87 C 5.9600 0.2011 2.1378  0.000
88 C 5.3663 0.7995 1.0357  -0.001
89 H 4.0857 -0.8820 -0.5308  0.001
90 H 4.4692 -0.1320 -2.1000  0.002
91 H 3.0283 -0.8125 -4.1433  0.000
92 H 2.0245 -2.7488 -5.2936  0.000
93 H 1.4966 -4.8072 -4.0285  0.000
94 H 1.9489 -4.9140 -1.5983  0.000
95 H 2.9361 -2.9672 -0.4373  0.001
96 H 2.6786 2.5845 0.1266  0.001
97 H 4.1288 2.2317 -0.8077  0.000
98 H 2.2263 1.1808 2.2582  0.000
99 H 3.2849 0.1244 4.2114  0.000
100 H 5.6752 -0.5089 4.1409  0.000
101 H 7.0111 -0.0552 2.1114  0.000
102 H 5.9630 1.0164 0.1554  0.000

Properties
Gap between HOMO and LUMO (alpha / beta) (eV): 8.00 / 5.89
Multiplicity: 5
Energy (Ha): -2411.4024
⟨S²⟩: 6.044
Charge: +2

---

Entry 2:
Computed, not measured: a molecular structure, C41H54N5O3S2V, with wB97M-V/def2-TZVPD.

Each line ends with the Mulliken spin population.
Geometry (Å):
1 V -2.4286 0.4540 0.3703  3.018
2 C -2.0476 3.1905 0.1105  0.043
3 N -3.1462 2.3953 -0.4186  0.014
4 C -4.4675 2.8670 0.0415  0.032
5 C -3.0442 2.2856 -1.8833  0.045
6 C -3.0889 3.4284 -2.6676  -0.011
7 C -2.9393 3.3442 -4.0404  0.007
8 C -2.7215 2.0955 -4.6090  -0.001
9 C -2.6789 0.9501 -3.8331  0.006
10 C -2.8669 1.0003 -2.4406  0.045
11 N -2.8155 -0.0608 -1.5562  -0.177
12 C -3.3547 -1.3214 -1.7447  0.048
13 C -3.7179 -1.9399 -2.9516  0.012
14 C -4.2203 -3.2312 -2.9752  -0.003
15 C -4.3784 -3.9682 -1.8116  0.008
16 C -4.0633 -3.3679 -0.6031  -0.019
17 C -3.5875 -2.0693 -0.5704  0.003
18 N -3.3347 -1.4112 0.7144  0.034
19 C -4.4510 -1.5305 1.6691  0.062
20 C -2.0343 -1.7698 1.3114  -0.038
21 H -1.8148 4.0922 -0.4535  0.004
22 H -2.1990 3.4191 1.1604  -0.010
23 H -0.7201 2.1882 -0.9194  0.018
24 H -4.6723 3.8889 -0.2856  0.002
25 H -5.2283 2.2099 -0.3725  0.001
26 H -4.5058 2.8225 1.1302  0.010
27 H -3.2420 4.3969 -2.2034  -0.001
28 H -2.9753 4.2347 -4.6522  0.000
29 H -2.5667 2.0116 -5.6773  0.000
30 H -2.4422 0.0102 -4.3063  0.002
31 H -3.6259 -1.4131 -3.8867  0.002
32 H -4.4869 -3.6685 -3.9292  0.000
33 H -4.7550 -4.9809 -1.8412  0.000
34 H -4.2077 -3.9127 0.3225  0.000
35 H -4.5561 -2.5466 2.0546  0.001
36 H -4.2737 -0.8529 2.5027  0.004
37 H -5.3723 -1.2463 1.1662  -0.010
38 H -2.1148 -1.9443 2.3805  0.008
39 H -1.6095 -2.6450 0.8228  -0.006
40 H -1.2642 -0.9586 1.2474  0.062
41 O -2.3032 1.0550 2.3749  -0.008
42 S -2.1703 1.9197 3.6192  0.000
43 C -2.8146 0.9108 4.9884  0.003
44 C -1.6294 0.1857 5.6182  -0.001
45 C -0.4746 1.1828 5.5795  0.001
46 C -0.4487 1.7157 4.1523  0.003
47 H -3.5741 0.2680 4.5451  -0.003
48 H -3.3002 1.5965 5.6839  0.000
49 H -1.3766 -0.7021 5.0361  0.000
50 H -1.8658 -0.1315 6.6331  0.000
51 H 0.4820 0.7194 5.8190  0.001
52 H -0.6439 1.9900 6.2957  0.000
53 H -0.0619 0.9539 3.4686  0.007
54 H 0.0881 2.6522 4.0125  -0.001
55 C 2.3766 -1.7744 -2.9999  0.000
56 C 1.8965 -2.3111 -1.6591  -0.001
57 C 2.0088 -1.2536 -0.5764  -0.011
58 N 1.4897 -1.7529 0.6996  -0.009
59 C 1.9050 -1.5107 1.9434  0.004
60 S 0.8690 -1.6581 3.2609  0.001
61 N 3.2120 -1.1363 2.1358  0.000
62 C 4.3931 -1.4962 1.4597  0.001
63 O 5.3778 -0.8191 1.6258  0.000
64 C 4.3735 -2.6851 0.5613  0.000
65 C 5.1088 -2.6258 -0.6183  0.000
66 C 5.1508 -3.7257 -1.4594  0.000
67 C 4.4865 -4.8940 -1.1059  0.000
68 C 3.7778 -4.9627 0.0858  0.000
69 C 3.7101 -3.8548 0.9172  -0.001
70 H 2.2740 -2.5244 -3.7836  0.000
71 H 3.4305 -1.4904 -2.9460  0.000
72 H 1.8091 -0.8899 -3.2986  -0.001
73 H 2.4801 -3.1870 -1.3661  0.000
74 H 0.8520 -2.6350 -1.7381  0.000
75 H 1.4445 -0.3560 -0.8535  0.036
76 H 3.0386 -0.9344 -0.4538  -0.006
77 H 0.5622 -2.1444 0.6643  -0.009
78 H 3.3833 -0.6405 2.9987  0.000
79 H 5.6433 -1.7166 -0.8631  0.000
80 H 5.7131 -3.6791 -2.3825  0.000
81 H 4.5321 -5.7580 -1.7563  0.000
82 H 3.2807 -5.8805 0.3702  0.000
83 H 3.1628 -3.9100 1.8505  0.000
84 C 5.3102 1.2933 -2.1254  0.000
85 C 4.0499 1.7389 -1.4332  -0.001
86 C 2.9436 2.1594 -2.1610  0.000
87 C 1.7797 2.5956 -1.5425  -0.005
88 C 0.6823 3.1759 -2.4001  0.001
89 C 1.6743 2.5586 -0.1325  0.010
90 C 0.5507 3.1667 0.6004  -0.008
91 O -0.9074 2.2970 0.0371  -0.219
92 C 2.7949 2.1395 0.6096  0.008
93 C 2.7810 2.1566 2.1168  -0.001
94 C 3.9606 1.7622 -0.0472  0.001
95 H 5.6451 2.0368 -2.8501  0.000
96 H 5.1544 0.3605 -2.6738  0.000
97 H 6.1151 1.1338 -1.4083  0.000
98 H 3.0007 2.1905 -3.2453  0.000
99 H 1.0757 3.4968 -3.3632  0.000
100 H 0.2398 4.0463 -1.9037  0.001
101 H -0.1203 2.4664 -2.6615  -0.003
102 H 0.4852 2.7262 1.5998  -0.006
103 H 2.0012 1.4962 2.5127  -0.001
104 H 2.5915 3.1585 2.5100  0.000
105 H 3.7435 1.8254 2.5055  0.000
106 H 4.8189 1.4641 0.5452  0.000

Properties
Gap between HOMO and LUMO (alpha / beta) (eV): 7.25 / 7.55
Multiplicity: 4
Energy (Ha): -3834.3402
⟨S²⟩: 3.758
Charge: +1
Relative energy (zero: lowest compared OMol25 entry of this formula, charge and spin) (kcal/mol): 102.17

---

Among the records above, which one has the lowest multiplicity? C41H54N5O3S2V